Entry 1:
{"formula": "C2H2Br2S2", "method": "ωB97M-V/def2-TZVPD", "species": ["C", "C", "S", "S", "Br", "Br", "H", "H"], "xyz": [[0.558466, -0.367882, -0.897927], [1.272230, 0.177693, 0.074649], [-0.971993, -0.741259, -1.374725], [0.559323, 1.367940, 1.322117], [-2.923079, 0.131745, 0.043252], [3.113987, -0.102215, 0.272414], [-0.970071, -1.756039, -0.379102], [-0.638863, 1.290019, 0.939323]], "atomic_forces_ev_per_a": [[-0.2849, 0.5020, 0.4527], [-1.5082, 0.7829, -0.0370], [1.3619, -0.9533, 2.4353], [3.4771, -0.8311, -0.1133], [0.1293, -0.0526, -0.2973], [-0.0276, -0.0107, -0.0161], [-0.5463, 0.8790, -1.4717], [-2.6012, -0.3163, -0.9527]], "de_lowest_kcal_mol": 62.3, "orbital_gap_ev": 7.46}

Entry 2:
{"formula": "C5H6N2O", "method": "ωB97M-V/def2-TZVPD", "species": ["C", "C", "C", "C", "C", "H", "H", "H", "H", "H", "H", "N", "N", "O"], "xyz": [[1.158913, -0.278520, 0.292668], [0.745665, 1.244978, -0.019146], [-0.602599, 0.759067, -0.328478], [-2.081099, 0.606167, -0.211071], [-0.214189, -0.482440, -0.142947], [3.170907, -0.795425, -0.115500], [1.419470, -0.606753, 1.400744], [1.361592, 1.758483, -0.810868], [0.760062, 2.005419, 0.843478], [-2.927833, 1.124866, -0.375163], [-1.347952, -2.394034, 0.054422], [-2.372245, -0.628974, -0.007456], [-1.251859, -1.424430, -0.116714], [2.181168, -0.888403, -0.463964]], "atomic_forces_ev_per_a": [[2.4251, 0.1707, 2.0361], [2.5987, 3.3333, 1.3872], [-3.4740, -0.3091, 0.0398], [3.7476, -0.7068, 0.1705], [-0.5301, -5.0649, -0.4977], [-3.6469, 0.0840, -0.6535], [-1.1614, 1.2883, -1.7714], [-0.6671, -0.8268, 0.4406], [0.1764, -1.3020, -0.8217], [-2.1734, 2.7768, -0.2134], [0.2734, -0.5883, 0.3109], [-0.6281, -2.8292, -1.2198], [0.1941, 4.0017, 0.9571], [2.8658, -0.0278, -0.1646]], "de_lowest_kcal_mol": 84.4, "orbital_gap_ev": 9.82}

Entry 3:
{"formula": "C21H29N6Se3SnTe2", "method": "ωB97M-V/def2-TZVPD", "species": ["Sn", "Se", "Se", "Te", "Se", "N", "C", "N", "C", "C", "C", "C", "C", "C", "H", "H", "H", "H", "H", "H", "N", "C", "C", "N", "H", "H", "H", "H", "H", "H", "H", "H", "H", "N", "N", "H", "H", "H", "H", "Te", "C", "C", "C", "C", "C", "C", "C", "C", "C", "C", "C", "C", "H", "H", "H", "H", "H", "H", "H", "H", "H", "H"], "xyz": [[-0.814984, -0.497221, 1.593577], [0.612681, -3.294215, 1.108103], [0.049288, -4.829771, 2.619453], [-2.374423, -5.242392, 2.681674], [-3.147532, -3.610573, 1.151350], [-2.793173, 3.611237, 1.372237], [-1.724421, 2.823819, 1.500819], [-2.017586, 1.540015, 1.396220], [-3.388887, 1.486728, 1.194713], [-4.251888, 0.409589, 1.006069], [-5.576491, 0.688079, 0.746046], [-6.056443, 2.001839, 0.704737], [-5.225544, 3.080750, 0.921069], [-3.886731, 2.802971, 1.165977], [-2.807968, 4.619667, 1.423491], [-0.728422, 3.200889, 1.634403], [-3.899251, -0.617345, 1.080129], [-6.268101, -0.123039, 0.578980], [-7.099618, 2.166126, 0.489342], [-5.598211, 4.091382, 0.906014], [-0.605629, -1.929596, -4.304579], [-1.417909, -2.067524, -3.064379], [-1.242596, -0.838434, -2.156674], [-1.723617, -1.085231, -0.798061], [-0.633568, -2.798084, -4.855227], [0.393770, -1.713355, -4.059265], [-0.959354, -1.170667, -4.900921], [-1.063225, -2.958175, -2.539029], [-2.466052, -2.212615, -3.331134], [-1.759998, 0.030628, -2.566539], [-0.177882, -0.616399, -2.089788], [-1.604346, -2.079036, -0.589154], [-2.728782, -0.919814, -0.748369], [1.268061, 1.347882, 3.502016], [0.747119, 0.012739, 3.648871], [2.084858, 1.494994, 4.106644], [0.555475, 2.009940, 3.808638], [0.451850, -0.187907, 4.612159], [1.518659, -0.629906, 3.442531], [1.358808, 1.112866, 0.631648], [1.707481, 0.396378, -1.360226], [1.611143, 1.294756, -2.418567], [1.840426, 0.865638, -3.715228], [2.185315, -0.458102, -3.958532], [2.283119, -1.356784, -2.899757], [2.030494, -0.933222, -1.601986], [3.305565, 0.509633, 1.300392], [3.697770, -0.811346, 1.437862], [5.017571, -1.092128, 1.756345], [5.924595, -0.061850, 1.943457], [5.515210, 1.257278, 1.841074], [4.203353, 1.548269, 1.512274], [1.377214, 2.332620, -2.224450], [1.794503, 1.570862, -4.530406], [2.446659, -0.767848, -4.959331], [2.608690, -2.371538, -3.066821], [2.074714, -1.641439, -0.780885], [2.986907, -1.617150, 1.287255], [5.336122, -2.119740, 1.840713], [6.950945, -0.289161, 2.174150], [6.221268, 2.057905, 1.991008], [3.882999, 2.576126, 1.407864]], "atomic_forces_ev_per_a": [[-0.7823, -0.2725, 0.6295], [-0.1537, -0.3226, -0.0397], [1.3098, 0.0962, 0.1152], [-0.9323, 0.2315, -0.3487], [-0.1552, -0.2230, 0.1222], [0.0586, 0.2008, 0.0630], [0.3500, -0.0451, -0.0438], [0.4066, 0.0228, 0.0836], [-0.5866, 0.4924, -0.1032], [0.1372, -0.2282, -0.0437], [0.0591, -0.1545, 0.0535], [0.0852, 0.1548, -0.0511], [-0.0414, -0.0031, 0.0629], [-0.2720, -0.8151, -0.1442], [0.1190, -0.0298, 0.0109], [0.1367, 0.1912, 0.0881], [-0.1044, 0.0823, 0.0318], [-0.0618, -0.0824, 0.0291], [-0.1166, 0.0649, 0.0296], [-0.0814, 0.1438, -0.0334], [0.2572, -0.0380, -0.2816], [-0.3846, 0.1651, 0.7234], [0.2497, -0.0351, -0.3558], [-0.2829, -0.3092, -0.1414], [0.0460, 0.2422, 0.0501], [-0.6101, -0.0370, -0.2098], [0.1582, -0.1551, 0.0787], [0.0141, 0.0224, -0.1386], [0.1306, -0.0937, -0.1429], [0.0687, -0.0004, -0.0170], [-0.2632, 0.0775, -0.2110], [-0.0031, 0.0423, 0.2260], [0.1000, 0.0629, 0.0485], [0.0963, 0.2442, 0.4017], [0.1273, -0.0589, 0.2412], [-0.2883, -0.0657, -0.2218], [0.0838, -0.2435, 0.0050], [0.0978, 0.0914, -0.2948], [-0.1628, 0.1885, 0.0513], [1.3829, 0.0852, -0.6270], [-0.1338, 0.0964, 0.2329], [-0.0214, 0.0615, 0.2865], [0.0043, -0.0213, -0.1056], [0.2081, 0.0725, 0.1205], [0.1469, 0.0227, 0.0893], [-0.0094, 0.0100, 0.2288], [-0.3630, 0.2403, 0.0126], [-0.3857, -0.1695, -0.0979], [-0.0026, -0.0547, -0.0322], [-0.0402, -0.0538, 0.0598], [0.0486, -0.0461, -0.0693], [-0.3077, 0.2101, -0.0811], [-0.0108, 0.0741, -0.0718], [-0.0087, 0.0856, -0.0925], [0.0148, -0.0644, -0.1603], [0.0366, -0.1986, -0.0864], [0.1625, 0.0129, -0.1153], [0.1273, -0.0273, 0.0444], [0.0330, -0.0901, 0.0437], [0.1815, -0.0361, 0.0579], [0.0660, 0.1100, 0.0306], [0.0618, 0.0760, 0.0099]], "de_lowest_kcal_mol": 18.0, "total_charge": 3, "orbital_gap_ev": [5.45, 6.07]}

Entry 4:
{"formula": "C5H8BBrO2", "method": "ωB97M-V/def2-TZVPD", "species": ["B", "C", "C", "C", "C", "C", "O", "O", "Br", "H", "H", "H", "H", "H", "H", "H", "H"], "xyz": [[-2.346632, 1.703635, 0.558975], [-0.865641, -1.621183, -0.253185], [0.062072, -0.812158, 0.025829], [0.829864, 0.374997, 0.444473], [1.281555, -1.800322, -0.252993], [2.069212, -0.643198, 0.252671], [-2.514510, 1.823496, -0.638176], [-2.456713, 1.669204, 1.872038], [-0.981439, 0.506586, -3.241672], [0.762804, 1.129846, -0.360940], [0.699774, 0.801461, 1.468069], [1.423759, -2.670014, 0.478215], [1.476247, -2.079588, -1.356391], [2.867857, -0.373494, -0.437630], [2.387684, -1.024589, 1.245070], [-1.448107, 1.210982, -2.141644], [-3.247787, 1.804337, 2.337292]], "atomic_forces_ev_per_a": [[-1.6210, 0.3409, 0.4397], [-0.4971, -0.6676, -0.1738], [-1.4300, 0.1759, 0.6576], [1.5274, -0.4813, -0.7181], [-0.3693, -2.6713, -1.2940], [0.9398, 1.4488, 1.6002], [0.7683, -0.1015, -0.2061], [2.6023, -0.4979, -0.7709], [0.5352, -0.5357, -1.0669], [0.2242, -0.0664, 0.6190], [-0.0417, -0.4739, -0.9214], [-0.6161, 0.9253, -1.6042], [-0.5142, 0.3264, 1.9385], [0.1492, 0.3663, 0.5227], [0.5661, 1.1158, -0.5538], [-0.5227, 0.5211, 0.8896], [-1.7005, 0.2750, 0.6418]], "de_lowest_kcal_mol": 98.7, "orbital_gap_ev": 9.29}

Entry 5:
{"formula": "C3H9NS2", "method": "ωB97M-V/def2-TZVPD", "species": ["C", "S", "S", "H", "H", "H", "H", "C", "C", "N", "H", "H", "H", "H", "H"], "xyz": [[1.130774, -1.620670, 0.134924], [2.801556, -1.653317, 0.820876], [3.539699, 0.196233, 0.005088], [1.201215, -1.510805, -0.908072], [0.455758, -0.986981, 0.695316], [0.819735, -2.750229, 0.414584], [4.323589, -0.431136, -0.953472], [-2.205072, 0.474061, -0.732096], [-1.073868, 1.805336, 0.815833], [-1.063174, 1.375324, -0.404693], [-2.434108, -0.206055, 0.140679], [-1.949025, -0.171013, -1.550197], [-3.116077, 1.008259, -1.069003], [-0.428043, 2.628023, 1.123352], [-2.002957, 1.842970, 1.466880]], "atomic_forces_ev_per_a": [[-0.1615, -3.6596, 2.8141], [0.3940, 1.9938, -1.5312], [-0.4406, -1.9585, -0.0950], [-0.0979, 0.4807, -1.2230], [-0.0913, 0.5146, -0.1874], [0.4234, 2.3880, -0.7919], [-0.0819, 0.3311, 0.9616], [-0.1365, -0.2509, 0.9746], [-1.9185, 1.6023, -1.4990], [-0.4191, -0.4347, 2.1076], [-0.0890, 0.8541, -0.7908], [0.3699, -0.2397, -0.4986], [0.5740, 0.0161, 0.4722], [0.7949, -0.5430, -0.2013], [0.8800, -1.0945, -0.5121]], "de_lowest_kcal_mol": 62.6, "total_charge": 1, "s2": 0.75, "multiplicity": 2, "orbital_gap_ev": [7.36, 3.90]}

Entry 6:
{"formula": "H3NOSSi", "method": "ωB97M-V/def2-TZVPD", "species": ["N", "O", "Si", "S", "H", "H", "H"], "xyz": [[-2.167493, -0.867286, 0.631542], [-3.196017, 0.978631, -0.792055], [-0.175005, -0.114071, 0.063367], [-3.406548, -0.224372, 0.080235], [0.652588, 0.656359, 0.984611], [-0.902068, 0.483930, -0.988324], [0.264989, -1.408169, -0.462885]], "atomic_forces_ev_per_a": [[1.8457, 0.6582, 0.2966], [-0.9987, -1.5804, 1.2795], [-3.5165, -2.0581, 0.1059], [1.8581, 1.7915, -1.3586], [-0.1369, -0.0527, 0.2906], [0.3745, 1.2746, -1.0351], [0.5739, -0.0331, 0.4211]], "de_lowest_kcal_mol": 31.6, "orbital_gap_ev": 9.88}

Entry 7:
{"formula": "C18H22N2O4S", "method": "ωB97M-V/def2-TZVPD", "species": ["C", "H", "O", "C", "C", "C", "C", "C", "C", "C", "H", "H", "H", "O", "C", "H", "H", "H", "C", "C", "N", "C", "S", "N", "C", "O", "C", "H", "H", "C", "H", "O", "C", "H", "C", "H", "H", "C", "H", "H", "H", "H", "H", "H", "H", "H", "H"], "xyz": [[5.978261, 2.666139, 0.629032], [5.477029, 3.260652, 1.225012], [5.680824, 1.409010, 0.520997], [4.302553, 0.983990, 0.164657], [3.325521, 1.770431, -0.373062], [1.964313, 1.455197, -0.484042], [1.552875, 0.073378, -0.308527], [2.606916, -0.721725, -0.232025], [3.855898, -0.321860, 0.153173], [4.973866, -1.379389, 0.707151], [5.606793, -1.330141, -0.049695], [4.353769, -2.169129, 0.904723], [5.495066, -1.103510, 1.454343], [2.299156, -1.990207, -0.015934], [2.661362, -2.844640, -1.314151], [2.282467, -3.883516, -0.868420], [3.790938, -2.965600, -1.281286], [2.146934, -2.513288, -2.014345], [0.422413, -0.160433, -0.860443], [-0.877785, 0.458616, -0.649383], [-1.179248, 1.699502, -0.460259], [-2.582501, 2.061730, -0.310704], [-3.175780, 3.512038, -0.060675], [-3.131191, 0.892131, -0.797005], [-2.146987, 0.005202, -1.414505], [-2.300301, -1.244144, -1.625428], [-4.483129, 0.536076, -1.134179], [-4.844800, 1.894116, -1.305138], [-4.777967, 0.075186, -1.903272], [-5.113733, 0.040363, 0.186069], [-6.174358, 0.547364, 0.117818], [-4.522009, 0.490156, 1.170396], [-3.871975, -0.553189, 1.968713], [-3.914501, -0.505632, 2.995879], [-4.795143, -1.860207, 1.567159], [-4.190970, -2.534203, 1.710247], [-5.640418, -1.807571, 1.999407], [-5.095928, -1.439164, 0.376796], [-6.054402, -1.847282, -0.203109], [-4.413598, -1.677885, -0.451707], [-2.786136, -0.814353, 1.764269], [-0.627889, 2.410483, 0.313128], [0.126483, -1.354748, -1.030589], [1.269871, 2.139838, -0.865832], [3.445723, 3.054879, -0.370493], [6.037754, 3.032796, -0.472905], [7.043971, 2.552536, 0.928158]], "atomic_forces_ev_per_a": [[5.5861, 1.2363, -5.5600], [-2.8806, 2.9061, 3.0962], [-5.6698, -7.6872, -0.2264], [1.2096, 0.5179, -0.6485], [-1.5887, 7.4799, 0.8644], [2.2831, -2.0074, 0.8402], [5.7551, 7.9790, -0.2776], [1.5707, -1.7655, 2.7735], [5.2770, -0.9377, 2.4335], [-7.0863, 1.6640, -3.7339], [2.9257, -1.2556, -3.7130], [-0.5212, -2.7867, 0.1869], [2.9902, 2.5157, 5.7778], [0.5023, -4.1452, -2.8602], [4.3787, -5.1060, 11.4992], [0.5836, 2.0897, -1.6093], [-1.5065, 0.7004, -0.8452], [-4.1230, 3.0237, -6.7188], [-13.0866, -5.8044, -1.2089], [3.3395, -3.5555, -4.9090], [0.8337, 9.2792, 6.4039], [2.2209, -3.1493, -2.6916], [-0.6049, 0.9391, 0.6969], [0.6768, -3.0387, -4.1034], [0.8712, -5.0921, 5.6643], [-0.6070, 4.6223, -1.1060], [0.2913, 9.9294, 7.3128], [0.0551, -4.0980, 0.3710], [-1.0194, -3.7922, -6.3681], [-6.6156, -0.4441, -6.0680], [1.1065, -1.2577, 0.3122], [5.8834, 3.1845, 9.4935], [-0.5997, -2.1138, -2.3256], [-0.5001, 1.4984, 2.3115], [2.7491, 7.1948, 3.8846], [5.3852, -7.8655, 1.3088], [-5.4890, -0.4010, 4.9523], [-3.8582, -0.2555, -14.8362], [1.3480, 0.4535, 1.6728], [0.6758, -0.7456, 0.5288], [-1.1431, 0.7907, -0.6545], [-1.4571, -2.8019, -3.0399], [0.9626, 3.1089, -0.1031], [-0.6442, 1.0703, -0.3039], [0.1603, -3.8175, -0.3670], [-0.1784, 0.6551, 1.7215], [-0.4424, 1.0853, 0.1713]], "de_lowest_kcal_mol": 413.2, "orbital_gap_ev": 6.24}

no.,E (eV)
1,-163858.578
2,-10305.941
3,-247620.578
4,-80125.164
5,-26406.753
6,-22296.657
7,-41011.789